(1)
Formula: C33H44F4O9S3
Source: the OMol25 dataset
Level of theory: wB97M-V/def2-TZVPD

Geometry as XYZ:
```
93
Properties=species:S:1:pos:R:3:lowdin_charge:R:1
O 3.048 2.648 3.848 -0.265
S 1.852 2.917 4.571 0.558
O 1.708 2.616 5.953 -0.273
O 1.563 4.467 4.340 -0.263
C 1.184 5.330 5.432 -0.252
C 2.119 6.525 5.478 -0.066
C 0.493 2.242 3.715 -0.129
H 1.184 4.788 6.370 0.105
H 0.169 5.683 5.232 0.122
H 3.139 6.224 5.236 0.083
H 2.094 6.999 6.458 0.079
H 1.852 7.282 4.739 0.074
H 0.542 2.459 2.654 0.060
H -0.369 2.778 4.121 0.078
H 0.369 1.182 3.909 0.076
O -6.289 -4.319 1.963 -0.269
S -6.735 -4.660 0.658 0.545
O -8.034 -4.306 0.232 -0.256
O -5.754 -4.016 -0.400 -0.246
C -4.370 -3.935 -0.039 -0.277
C -3.652 -3.058 -1.051 -0.057
C -6.521 -6.403 0.378 -0.113
H -3.904 -4.927 0.007 0.115
H -4.253 -3.494 0.951 0.111
H -2.579 -3.236 -0.956 0.040
H -3.900 -2.023 -0.832 0.091
H -3.856 -3.326 -2.088 0.088
H -7.523 -6.798 0.539 0.070
H -5.801 -6.835 1.062 0.070
H -6.282 -6.537 -0.673 0.072
O 1.409 4.968 -3.006 -0.280
S 1.249 4.846 -1.593 0.534
O -0.032 4.748 -1.006 -0.254
O 2.086 3.609 -1.101 -0.259
C 3.270 3.192 -1.809 -0.245
C 3.279 1.681 -1.897 -0.050
C 2.133 6.179 -0.851 -0.110
H 4.148 3.593 -1.294 0.124
H 3.305 3.649 -2.798 0.113
H 2.859 1.255 -0.984 0.063
H 4.296 1.309 -2.008 0.082
H 2.633 1.340 -2.705 0.087
H 2.201 6.010 0.220 0.076
H 1.579 7.089 -1.065 0.078
H 3.124 6.184 -1.299 0.073
F 2.218 -6.892 1.585 0.058
C 1.227 -5.978 1.593 -0.306
C 0.407 -5.901 0.485 -0.013
C -0.666 -5.021 0.532 -0.087
C -0.855 -4.203 1.635 -0.108
C 0.056 -4.224 2.681 -0.070
C 1.116 -5.118 2.664 -0.007
H 0.553 -6.573 -0.350 0.122
H -1.410 -5.000 -0.255 0.088
H -1.687 -3.513 1.701 0.101
H -0.074 -3.539 3.508 0.110
H 1.778 -5.239 3.511 0.124
F 5.933 -5.268 -0.110 0.064
C 5.221 -4.129 -0.077 -0.281
C 5.892 -2.918 -0.084 -0.016
C 5.161 -1.742 -0.125 -0.081
C 3.775 -1.775 -0.127 -0.083
C 3.127 -2.992 -0.048 -0.071
C 3.846 -4.175 -0.029 -0.009
H 6.972 -2.913 -0.154 0.117
H 5.678 -0.792 -0.165 0.104
H 3.201 -0.859 -0.175 0.081
H 2.048 -3.070 0.000 0.085
H 3.316 -5.107 0.116 0.099
F -4.473 4.768 -3.116 0.052
C -3.553 4.080 -3.834 -0.276
C -2.218 4.402 -3.680 -0.009
C -1.281 3.686 -4.404 -0.098
C -1.681 2.648 -5.234 -0.101
C -3.028 2.312 -5.333 -0.085
C -3.978 3.049 -4.635 -0.021
H -1.954 5.161 -2.956 0.113
H -0.229 3.923 -4.321 0.085
H -0.950 2.138 -5.850 0.103
H -3.381 1.437 -5.864 0.103
H -5.016 2.764 -4.734 0.117
F 0.659 0.116 1.413 0.050
C 0.136 0.097 0.167 -0.278
C -0.103 -1.123 -0.436 -0.029
C -0.610 -1.174 -1.727 -0.079
C -0.902 0.020 -2.382 -0.070
C -0.624 1.236 -1.755 -0.059
C -0.098 1.296 -0.478 -0.015
H 0.084 -2.024 0.138 0.088
H -0.768 -2.160 -2.144 0.101
H -1.253 0.016 -3.405 0.097
H -0.718 2.116 -2.378 0.087
H 0.075 2.239 0.021 0.101
```

Computed properties:
- Gap between HOMO and LUMO: 9.50 eV
- Max |F|: 1.4 eV Å⁻¹
- M: 756.90 u
- Structure (SMILES): CCOS(C)(=O)=O.CCOS(C)(=O)=O.CCOS(C)(=O)=O.Fc1ccccc1.Fc1ccccc1.Fc1ccccc1.Fc1ccccc1



(2)
Formula: C33H44F9N5O2S
Source: the OMol25 dataset
Level of theory: wB97M-V/def2-TZVPD

Geometry as XYZ:
```
94
Properties=species:S:1:pos:R:3:lowdin_charge:R:1
C -3.815 0.732 0.841 -0.026
C -2.703 0.090 1.373 -0.175
C -1.314 0.026 0.575 -0.111
C -1.232 -1.308 -0.310 -0.128
N -2.230 -2.200 -0.004 0.186
C -2.094 -3.313 -0.840 -0.091
C -3.179 -4.365 -0.623 -0.112
N -4.241 -4.142 0.397 0.134
C -3.688 -4.396 1.501 -0.285
O -3.056 -4.455 2.479 0.201
C -3.244 -5.639 -1.361 -0.037
C -4.401 -6.667 -1.024 -0.207
N -3.985 -8.090 -0.994 -0.016
C -2.172 -5.848 -2.416 -0.112
N -2.229 -7.129 -3.162 0.127
C -1.367 -7.910 -2.690 -0.294
O -0.402 -8.440 -2.304 0.208
C -1.094 -4.847 -2.682 -0.028
C -0.085 -5.301 -3.796 -0.180
C 0.681 -4.182 -4.588 -0.243
C 2.240 -4.061 -4.298 -0.522
S 2.803 -4.589 -2.624 0.679
C -1.039 -3.556 -1.865 -0.108
N -0.035 -2.627 -2.087 0.166
C -0.136 -1.488 -1.325 -0.055
C 0.982 -0.409 -1.653 -0.277
F 0.570 0.898 -1.478 0.093
F 1.198 -0.540 -3.048 0.068
C 2.397 -0.678 -0.993 -0.248
F 3.080 -1.700 -1.646 0.081
F 3.164 0.473 -1.292 0.091
C 2.440 -0.794 0.583 -0.226
F 3.794 -0.678 0.935 0.105
F 1.840 0.352 1.097 0.108
C 1.926 -2.149 1.228 -0.374
F 2.880 -2.546 2.168 0.117
F 1.792 -3.202 0.367 0.131
F 0.756 -2.008 1.970 0.122
H -4.344 1.508 1.453 0.058
H -4.169 0.448 -0.193 0.072
H -2.716 -0.420 2.385 0.108
H -1.331 0.951 -0.078 0.103
H -0.524 0.061 1.372 0.097
H -5.210 -6.500 -1.807 0.136
H -4.901 -6.455 -0.034 0.106
H -3.029 -8.214 -0.658 0.063
H -4.066 -8.435 -1.959 0.063
H -0.708 -5.874 -4.558 0.119
H 0.580 -6.100 -3.334 0.100
H 0.226 -3.146 -4.506 0.103
H 0.594 -4.431 -5.696 0.111
H 2.557 -2.976 -4.420 0.067
H 2.858 -4.649 -5.045 0.076
H 1.759 -4.393 -1.730 -0.145
C -2.234 7.136 -0.840 -0.115
C -1.007 7.037 -1.738 -0.273
C -1.115 5.935 -2.792 -0.229
C -1.232 4.512 -2.240 -0.226
C -0.091 4.072 -1.322 -0.270
C 1.265 4.040 -2.016 -0.108
H -2.386 6.221 -0.262 0.065
H -2.118 7.959 -0.131 0.069
H -3.135 7.324 -1.430 0.075
H -0.112 6.895 -1.125 0.098
H -0.876 7.995 -2.253 0.104
H -0.246 5.997 -3.455 0.101
H -1.988 6.132 -3.424 0.109
H -1.295 3.818 -3.085 0.110
H -2.178 4.409 -1.698 0.100
H -0.314 3.067 -0.952 0.075
H -0.038 4.718 -0.440 0.102
H 1.246 3.366 -2.876 0.075
H 2.033 3.684 -1.325 0.069
H 1.565 5.032 -2.361 0.067
C 3.781 1.688 3.497 -0.107
C 2.420 2.359 3.627 -0.270
C 2.509 3.864 3.879 -0.227
C 3.200 4.269 5.183 -0.230
C 2.582 3.691 6.456 -0.273
C 1.148 4.147 6.693 -0.115
H 4.365 1.776 4.416 0.069
H 3.660 0.623 3.284 0.055
H 4.358 2.131 2.680 0.082
H 1.844 1.871 4.419 0.102
H 1.863 2.197 2.699 0.086
H 1.497 4.284 3.858 0.101
H 3.044 4.333 3.045 0.110
H 3.194 5.363 5.252 0.109
H 4.255 3.978 5.141 0.101
H 3.192 4.005 7.310 0.104
H 2.622 2.597 6.439 0.098
H 1.091 5.237 6.757 0.075
H 0.771 3.734 7.632 0.069
H 0.481 3.813 5.895 0.065
```

Computed properties:
- Gap between HOMO and LUMO: 7.14 eV
- Max |F|: 5.3 eV Å⁻¹
- M: 745.80 u
- Structure (SMILES): C=CCc1nc2c(N=C=O)c(CN)c(N=C=O)c(CCCS)c2nc1C(F)(F)C(F)(F)C(F)(F)C(F)(F)F.CCCCCC.CCCCCC



(3)
Formula: C33H44KN4S4
Source: the OMol25 dataset
Level of theory: wB97M-V/def2-TZVPD

Geometry as XYZ:
```
86
Properties=species:S:1:pos:R:3:lowdin_charge:R:1
K -0.445 0.847 -0.459 0.581
C -1.650 -3.691 0.850 -0.505
C -0.215 -3.962 1.275 -0.507
S 0.655 -2.423 1.710 0.842
C 2.311 -3.122 1.997 -0.537
C 3.049 -3.547 0.735 -0.522
S 3.297 -2.152 -0.416 0.820
C 3.329 -2.990 -2.037 -0.519
C 2.422 -2.321 -3.066 -0.524
S 0.718 -2.056 -2.497 0.825
C 0.162 -3.779 -2.325 -0.511
C -1.318 -3.808 -1.974 -0.514
S -1.834 -2.673 -0.645 0.847
H -2.187 -3.138 1.623 0.053
H -2.171 -4.633 0.679 0.084
H 0.323 -4.456 0.467 0.052
H -0.201 -4.612 2.153 0.087
H 2.213 -3.977 2.666 0.083
H 2.859 -2.341 2.526 0.060
H 2.490 -4.317 0.203 0.057
H 4.027 -3.951 1.001 0.078
H 3.019 -4.020 -1.868 0.066
H 4.358 -2.996 -2.395 0.074
H 2.398 -2.930 -3.970 0.081
H 2.781 -1.325 -3.326 0.074
H 0.767 -4.268 -1.561 0.050
H 0.320 -4.285 -3.279 0.089
H -1.626 -4.820 -1.707 0.085
H -1.905 -3.479 -2.831 0.072
C -1.272 0.976 -5.805 -0.051
C -2.061 2.105 -5.947 -0.053
C -2.434 2.805 -4.813 -0.012
C -2.002 2.358 -3.566 -0.223
N -1.237 1.271 -3.429 0.101
C -0.890 0.604 -4.525 -0.136
C -2.405 3.076 -2.328 -0.230
C -2.580 4.458 -2.331 -0.009
C -2.985 5.087 -1.166 -0.048
C -3.202 4.322 -0.032 -0.047
C -2.988 2.956 -0.119 -0.144
N -2.599 2.341 -1.231 0.052
H -0.964 0.395 -6.663 0.106
H -2.387 2.431 -6.926 0.113
H -3.075 3.671 -4.893 0.112
H -0.274 -0.274 -4.367 0.055
H -2.386 5.035 -3.224 0.113
H -3.125 6.160 -1.145 0.114
H -3.522 4.773 0.897 0.111
H -3.134 2.318 0.746 0.096
C -5.056 -2.178 3.917 -0.036
C -4.071 -1.437 3.062 -0.270
C -4.333 -1.130 1.731 -0.022
C -3.382 -0.447 0.991 -0.209
N -2.207 -0.057 1.484 -0.011
C -1.955 -0.350 2.760 -0.161
C -2.840 -1.031 3.576 -0.025
H -6.023 -2.267 3.425 0.080
H -5.194 -1.672 4.872 0.088
H -4.687 -3.183 4.132 0.089
H -5.269 -1.421 1.271 0.119
H -3.574 -0.189 -0.046 0.101
H -0.998 -0.014 3.147 0.104
H -2.581 -1.240 4.606 0.119
C 5.453 0.721 1.935 -0.006
N 4.374 1.648 1.533 -0.175
C 4.434 1.936 0.074 0.012
C 2.993 1.167 1.986 -0.106
C 2.020 2.320 1.955 -0.322
C 2.046 3.173 3.063 -0.085
C 1.314 4.346 3.044 -0.105
C 0.574 4.645 1.909 -0.104
C 0.545 3.765 0.834 -0.175
C 1.256 2.547 0.788 -0.183
H 6.418 1.112 1.618 0.106
H 5.284 -0.239 1.454 0.088
H 5.453 0.596 3.016 0.105
H 4.501 2.533 2.025 0.174
H 4.500 0.991 -0.459 0.091
H 5.301 2.554 -0.148 0.107
H 3.507 2.434 -0.215 0.081
H 3.136 0.798 3.004 0.123
H 2.694 0.349 1.331 0.098
H 2.647 2.928 3.938 0.104
H 1.330 5.022 3.889 0.099
H 0.010 5.572 1.873 0.097
H -0.045 4.058 -0.036 0.069
```

Computed properties:
- ΔE to the lowest compared entry with this formula, charge and spin: 21.1 kJ/mol
- Gap between HOMO and LUMO: 7.28 eV
- Max |F|: 0.7 eV Å⁻¹
- M: 664.11 u
- Charge: +1



(4)
Formula: C33H44N6O3P3Pt
Source: the OMol25 dataset
Level of theory: wB97M-V/def2-TZVPD

Geometry as XYZ:
```
90
Properties=species:S:1:pos:R:3:lowdin_charge:R:1
Pt -0.128 -0.525 -0.045 0.900
C 2.319 0.221 5.636 -0.086
N 1.307 -0.199 4.694 -0.299
C 0.437 -1.257 5.163 -0.095
P 1.313 0.290 3.109 0.497
O 0.191 -0.317 2.379 -0.335
O 2.771 -0.123 2.522 -0.289
P 3.038 -0.711 0.995 0.512
O 2.234 0.007 -0.002 -0.346
N 2.797 -2.344 1.146 -0.290
C 2.951 -2.959 2.450 -0.100
C 1.808 -2.988 0.306 -0.116
N 4.658 -0.501 0.758 -0.297
C 5.670 -1.245 1.481 -0.088
C 5.083 0.778 0.223 -0.098
N 1.408 1.953 2.944 -0.289
C 2.628 2.724 3.092 -0.100
C 0.228 2.696 3.339 -0.111
H 1.850 0.628 6.537 0.094
H 2.942 0.983 5.175 0.067
H 2.952 -0.620 5.939 0.093
H -0.067 -0.943 6.079 0.091
H 0.996 -2.172 5.381 0.086
H -0.308 -1.459 4.399 0.073
H 3.615 -2.357 3.068 0.074
H 3.383 -3.952 2.323 0.098
H 1.984 -3.050 2.956 0.088
H 1.694 -2.422 -0.625 0.058
H 0.831 -3.063 0.809 0.077
H 2.152 -3.992 0.048 0.097
H 5.402 -2.298 1.510 0.075
H 5.810 -0.872 2.500 0.091
H 6.616 -1.148 0.947 0.093
H 4.210 1.268 -0.203 0.072
H 5.817 0.621 -0.571 0.094
H 5.527 1.420 0.988 0.087
H 3.491 2.112 2.837 0.071
H 2.737 3.115 4.110 0.088
H 2.595 3.573 2.401 0.093
H -0.649 2.071 3.191 0.081
H 0.148 3.589 2.716 0.078
H 0.269 3.010 4.386 0.093
C -0.029 -1.839 -6.984 -0.074
C -0.496 -0.564 -6.714 -0.071
C -0.594 -0.113 -5.410 -0.074
C -0.242 -0.959 -4.366 -0.345
C 0.285 -2.218 -4.640 -0.110
C 0.383 -2.659 -5.946 -0.075
P -0.499 -0.549 -2.593 1.058
C -1.560 0.928 -2.741 -0.398
C -0.914 2.161 -2.734 -0.133
C -1.646 3.326 -2.872 -0.089
C -3.026 3.269 -2.996 -0.078
C -3.674 2.045 -2.982 -0.069
C -2.943 0.875 -2.864 -0.073
C -1.622 -1.874 -2.039 -0.412
C -2.461 -2.713 -2.755 -0.079
C -3.216 -3.643 -2.058 -0.078
C -3.133 -3.729 -0.678 -0.077
C -2.295 -2.882 0.037 -0.121
C -1.523 -1.947 -0.637 -0.312
H 0.019 -2.194 -8.002 0.107
H -0.801 0.082 -7.521 0.107
H -0.959 0.883 -5.208 0.101
H 0.600 -2.853 -3.819 0.106
H 0.769 -3.646 -6.151 0.108
H 0.164 2.189 -2.626 0.109
H -1.133 4.276 -2.880 0.106
H -3.595 4.179 -3.099 0.108
H -4.750 1.999 -3.063 0.113
H -3.446 -0.081 -2.863 0.109
H -2.533 -2.642 -3.832 0.115
H -3.872 -4.305 -2.603 0.106
H -3.731 -4.461 -0.152 0.108
H -2.247 -2.957 1.116 0.103
N -1.827 3.527 0.383 0.148
C -0.860 2.582 0.337 -0.187
N -1.346 1.372 0.316 0.017
C -2.714 1.497 0.338 -0.226
C -3.718 0.534 0.337 -0.002
C -5.021 0.978 0.366 -0.070
C -5.336 2.340 0.396 -0.078
C -4.353 3.307 0.412 -0.014
C -3.036 2.871 0.376 -0.195
H -1.701 4.527 0.398 0.169
H 0.190 2.803 0.349 0.136
H -3.471 -0.515 0.310 0.093
H -5.830 0.263 0.392 0.108
H -6.375 2.637 0.416 0.108
H -4.599 4.356 0.465 0.113
```

Computed properties:
- Gap between HOMO and LUMO (spin up / spin down): 6.86 / 7.07 eV
- Max |F|: 2.0 eV Å⁻¹
- M: 860.75 u
- Charge: +1



Which of these has the lowest max |F|?
C33H44KN4S4



Among the records above, which one has the highest M?
C33H44N6O3P3Pt



M of number 4 (C33H44N6O3P3Pt)?
860.75 u



The highest M belongs to which entry?
C33H44N6O3P3Pt